{
  "formula": "C4H8N2O",
  "method": "wB97M-V/def2-TZVPD",
  "orbital_gap_ev": [7.6861, 7.7932],
  "e_above_lowest_ev": 7.388,
  "energy_ev": -9299.005,
  "lumo_ev": [-0.6, -0.5],
  "multiplicity": 1,
  "elements": ["C", "C", "C", "C", "N", "N", "O", "H", "H", "H", "H", "H", "H", "H", "H"],
  "positions_angstrom": [[-0.40, -1.79, -0.43], [-1.31, -0.72, -0.13], [-0.71, 0.35, 0.81], [0.73, 0.71, 0.45], [1.58, -0.50, 0.58], [0.84, 1.45, -0.78], [2.52, -0.58, -0.18], [-0.87, -2.74, -0.73], [-1.42, -0.28, -1.14], [-2.33, -0.98, 0.20], [-1.32, 1.26, 0.78], [-0.72, -0.06, 1.82], [1.10, 1.35, 1.27], [1.83, 1.62, -0.98], [0.47, 0.91, -1.55]],
  "mulliken_charge": [-0.477, -0.425, -0.674, 0.084, 0.081, -0.624, -0.399, 0.243, 0.283, 0.367, 0.310, 0.330, 0.356, 0.281, 0.262]
}


{
  "formula": "C19H28N2O3S2",
  "method": "wB97M-V/def2-TZVPD",
  "orbital_gap_ev": 9.1743,
  "e_above_lowest_ev": 1.066,
  "energy_ev": -50950.193,
  "lumo_ev": 0.5,
  "smiles": "CSC1(C(=O)N2C[C@H]3CSC[C@@]3(C)C2)CN(C(=O)[C@@H]2CC3(CC3)CO2)C1",
  "multiplicity": 1,
  "elements": ["C", "S", "C", "C", "O", "N", "C", "C", "C", "S", "C", "C", "C", "C", "C", "N", "C", "O", "C", "C", "C", "C", "C", "C", "O", "C", "H", "H", "H", "H", "H", "H", "H", "H", "H", "H", "H", "H", "H", "H", "H", "H", "H", "H", "H", "H", "H", "H", "H", "H", "H", "H", "H", "H"],
  "positions_angstrom": [[-1.69, -1.74, 3.49], [-0.86, -0.21, 3.03], [-0.96, -0.33, 1.22], [-0.36, -1.64, 0.74], [-1.10, -2.57, 0.44], [0.98, -1.74, 0.69], [1.98, -0.77, 1.10], [3.04, -1.60, 1.82], [2.79, -1.75, 3.33], [1.91, -3.32, 3.59], [2.94, -4.04, 2.29], [2.96, -3.01, 1.16], [4.13, -3.28, 0.21], [1.61, -3.02, 0.40], [-2.37, -0.03, 0.65], [-1.88, 1.29, 0.25], [-2.42, 2.10, -0.69], [-3.56, 1.98, -1.08], [-1.46, 3.18, -1.21], [-2.17, 4.21, -2.08], [-2.08, 3.60, -3.47], [-3.26, 3.54, -4.39], [-2.10, 4.46, -4.70], [-1.15, 2.41, -3.34], [-0.50, 2.55, -2.08], [-0.48, 1.00, 0.58], [-1.79, -1.72, 4.58], [-2.69, -1.79, 3.05], [-1.11, -2.61, 3.20], [2.41, -0.26, 0.23], [1.55, -0.01, 1.76], [4.02, -1.16, 1.66], [3.73, -1.79, 3.87], [2.20, -0.93, 3.74], [3.95, -4.21, 2.68], [2.53, -5.00, 1.97], [4.03, -4.25, -0.27], [4.17, -2.53, -0.58], [5.08, -3.26, 0.74], [0.95, -3.82, 0.72], [1.77, -3.14, -0.68], [-2.63, -0.66, -0.19], [-3.18, -0.01, 1.38], [-0.90, 3.61, -0.38], [-3.19, 4.37, -1.75], [-1.62, 5.15, -2.03], [-3.38, 2.65, -4.99], [-4.19, 3.98, -4.04], [-2.25, 5.52, -4.57], [-1.45, 4.19, -5.52], [-1.71, 1.47, -3.37], [-0.37, 2.37, -4.11], [-0.02, 1.72, 1.26], [0.15, 0.87, -0.30]],
  "mulliken_charge": [-0.762, -0.083, 1.649, -0.583, -0.708, 0.352, -0.689, -0.309, -1.024, -0.226, -1.206, 1.677, -1.920, -1.402, -0.910, 0.276, 0.371, -0.657, 0.047, -1.227, 1.071, -1.040, -0.768, -0.631, -0.439, -1.173, 0.420, 0.301, 0.118, 0.303, 0.352, 0.432, 0.433, 0.448, 0.445, 0.533, 0.399, 0.441, 0.478, 0.399, 0.314, 0.333, 0.294, 0.606, 0.434, 0.395, 0.270, 0.242, 0.267, 0.258, 0.274, 0.421, 0.256, 0.448]
}


{
  "formula": "ClN2O2",
  "method": "wB97M-V/def2-TZVPD",
  "orbital_gap_ev": 7.3478,
  "e_above_lowest_ev": 0.784,
  "energy_ev": -19594.236,
  "lumo_ev": 3.0,
  "total_charge": -1,
  "multiplicity": 1,
  "elements": ["N", "N", "O", "O", "Cl"],
  "positions_angstrom": [[0.34, -0.07, -1.02], [-0.17, 0.40, -0.07], [-0.84, 1.36, 0.19], [1.21, -0.87, -1.33], [-0.54, -0.82, 2.22]],
  "mulliken_charge": [0.201, 0.572, -0.458, -0.557, -0.759]
}


{
  "formula": "H2N3PS",
  "method": "wB97M-V/def2-TZVPD",
  "orbital_gap_ev": [5.9660, 6.0355],
  "e_above_lowest_ev": 4.612,
  "energy_ev": -24619.276,
  "lumo_ev": [-3.0, -3.0],
  "multiplicity": 1,
  "elements": ["N", "N", "N", "P", "S", "H", "H"],
  "positions_angstrom": [[1.44, -0.56, -0.15], [0.84, 0.44, 0.70], [0.27, -0.86, 0.54], [-1.24, -1.13, -0.19], [-2.65, 1.18, -0.15], [1.17, -0.27, -1.14], [0.19, 1.19, 0.39]],
  "mulliken_charge": [-0.259, -0.278, 0.128, 0.240, -0.366, 0.272, 0.263]
}


{
  "formula": "C6H10O",
  "method": "wB97M-V/def2-TZVPD",
  "orbital_gap_ev": 8.3767,
  "e_above_lowest_ev": 5.517,
  "energy_ev": -8425.723,
  "lumo_ev": -0.2,
  "multiplicity": 1,
  "elements": ["C", "C", "C", "C", "C", "C", "O", "H", "H", "H", "H", "H", "H", "H", "H", "H", "H"],
  "positions_angstrom": [[-1.70, 0.31, 1.12], [-2.06, -0.01, -0.30], [-0.94, -0.78, 0.41], [0.51, -0.55, 0.05], [0.55, 0.40, -1.13], [2.39, 0.57, 0.35], [1.27, 0.15, 1.08], [-1.16, 1.23, 1.29], [-2.38, 0.01, 1.92], [-2.97, -0.57, -0.50], [-1.80, 0.72, -1.06], [-1.19, -1.81, 0.69], [1.01, -1.53, -0.09], [0.62, -0.20, -2.06], [1.91, 0.97, -0.67], [3.10, -0.24, 0.10], [2.88, 1.43, 0.82]],
  "mulliken_charge": [-0.517, -0.692, -0.277, 0.107, -0.671, -0.490, -0.379, 0.210, 0.279, 0.276, 0.304, 0.411, 0.444, 0.177, 0.231, 0.284, 0.304]
}


{
  "formula": "C3H10N2O",
  "method": "wB97M-V/def2-TZVPD",
  "orbital_gap_ev": 8.5939,
  "e_above_lowest_ev": 2.001,
  "energy_ev": -8299.503,
  "lumo_ev": 0.8,
  "smiles": "C/C(N)=C/N.O",
  "multiplicity": 1,
  "elements": ["C", "C", "N", "C", "N", "H", "H", "H", "H", "H", "H", "H", "H", "O", "H", "H"],
  "positions_angstrom": [[0.05, 0.61, -1.84], [0.32, -0.31, -0.63], [1.51, -1.01, -0.72], [-0.65, -0.47, 0.28], [-0.87, -1.67, 1.01], [0.84, 0.52, -2.58], [-0.09, 1.65, -1.56], [-0.86, 0.30, -2.36], [2.13, -0.75, -1.47], [2.11, -1.01, 0.10], [-1.31, 0.33, 0.59], [-1.40, -2.41, 0.59], [-0.12, -2.09, 1.53], [-0.49, 2.39, 1.51], [0.12, 1.64, 1.36], [-0.76, 2.40, 2.42]],
  "mulliken_charge": [-1.067, 0.542, -0.590, -0.540, -0.542, 0.375, 0.249, 0.264, 0.245, 0.221, 0.463, 0.190, 0.192, -0.656, 0.350, 0.304]
}